Formula: C84H186N10O12
Source: the Open Molecules 2025 dataset
Level of theory: ωB97M-V/def2-TZVPD

Values from the calculation:
- net charge = 0
- SMILES string = CC1(C)CCCC(C)(C)N1O.CC1(C)CCCC(C)(C)N1O.CC1(C)CCCC(C)(C)N1O.CC1(C)CCCC(C)(C)N1O.CC1(C)CCCC(C)(C)N1O.CC1(C)CCCC(C)(C)N1O.CC1(C)CCCC(C)(C)N1O.CC1(C)CCCC(C)(C)N1O.COC[C@H](C)N.COC[C@H](C)N.CCO.CCO
- lowest unoccupied orbital energy (eV) = 0.39

Cartesian coordinates (Å):
C  18.67664  4.99314  27.48967
C  18.79070  4.13032  26.23421
C  18.49077  2.66405  26.50034
C  17.73651  4.58803  25.20811
C  18.11453  5.77766  24.28715
C  19.45437  5.54282  23.70499
C  20.53767  5.37118  24.74715
C  21.83642  4.98409  23.92300
C  20.85743  6.71243  25.43998
N  20.18808  4.26382  25.67424
O  21.22356  3.69801  26.49833
H  18.10145  4.49904  28.27268
H  19.64437  5.08406  27.98296
H  18.28966  6.00591  27.37716
H  17.50829  2.44762  26.91983
H  18.51168  2.10743  25.56341
H  19.18972  2.11551  27.13174
H  17.40376  3.73478  24.61706
H  16.88768  4.90749  25.81270
H  17.32931  5.87058  23.53687
H  18.19586  6.73606  24.79993
H  19.61482  6.36932  23.01271
H  19.28582  4.69541  23.04048
H  22.61670  4.93100  24.68224
H  22.09595  5.62380  23.07948
H  21.81189  3.93722  23.62040
H  21.80576  6.51463  25.93964
H  20.06949  6.94695  26.15570
H  20.88388  7.45759  24.64492
H  21.40684  2.82975  26.13211
C  21.45678  8.38422  29.91021
C  22.60473  7.44948  30.17073
C  21.98072  6.25726  31.02308
C  22.93649  6.85719  28.78665
C  24.38586  6.29486  28.68371
C  25.35567  7.31545  29.19302
C  25.13665  7.78440  30.65546
C  25.50605  6.72557  31.68441
C  26.07126  8.98333  30.90174
N  23.72552  8.26323  30.68077
O  23.38411  8.85919  31.87112
H  21.66929  9.29389  29.34856
H  20.67111  7.90265  29.32807
H  21.00931  8.67840  30.85959
H  21.22218  5.74424  30.43188
H  22.71643  5.49229  31.27137
H  21.57098  6.66660  31.94648
H  22.20747  6.09514  28.51111
H  22.80729  7.63647  28.03557
H  24.42397  5.33495  29.19871
H  24.64045  6.11223  27.63971
H  25.30373  8.20633  28.56715
H  26.36150  6.91477  29.06705
H  24.87629  5.84338  31.56922
H  25.24945  7.18628  32.63834
H  26.52322  6.35495  31.55747
H  25.74823  9.44783  31.83340
H  26.04516  9.72074  30.09947
H  27.10284  8.65003  31.01517
H  23.50814  9.77600  31.61484
C  23.02790  7.15243  20.20209
C  23.82437  8.16908  19.35841
C  25.15235  8.56388  20.03944
C  24.20888  7.40384  18.07529
C  23.08020  7.18183  17.10592
C  22.42192  8.49159  16.71762
C  22.00351  9.30269  17.92545
C  21.81085  10.74983  17.39837
C  20.62646  8.75428  18.40444
N  23.01451  9.33572  19.01100
O  22.70799  10.20157  20.11410
H  23.41431  6.13668  20.11819
H  22.90567  7.56813  21.20227
H  21.95618  7.01308  20.06039
H  24.98926  9.09347  20.97808
H  25.78155  7.67886  20.13406
H  25.72915  9.27165  19.44408
H  25.03830  7.91052  17.58191
H  24.52901  6.39868  18.34967
H  23.37291  6.70054  16.17277
H  22.31666  6.48072  17.44292
H  21.56882  8.14807  16.13256
H  23.08287  9.04104  16.04727
H  21.32291  11.31785  18.19045
H  21.22190  10.75166  16.48119
H  22.83556  11.03091  17.15533
H  20.35260  9.18931  19.36561
H  20.44762  7.68622  18.52840
H  19.84325  9.02840  17.69764
H  23.34620  10.91623  20.05462
C  14.29719  6.96744  30.84101
C  15.15506  6.30296  29.74593
C  14.36484  5.50035  28.70968
C  15.94915  7.40555  28.92239
C  17.13217  7.98088  29.75356
C  18.04879  6.97820  30.38557
C  17.32386  5.83608  31.20312
C  18.35722  4.75127  31.39704
C  16.87793  6.42510  32.59078
N  16.18205  5.31418  30.37607
O  15.55262  4.23974  30.94755
H  14.69212  7.94283  31.12518
H  13.33351  7.30836  30.46262
H  14.14459  6.37451  31.74282
H  13.73015  6.07536  28.03542
H  14.98135  4.87944  28.05968
H  13.62758  4.80891  29.11768
H  16.32410  6.99457  27.98506
H  15.26993  8.23091  28.70895
H  17.66847  8.60073  29.03504
H  16.86179  8.71103  30.51636
H  18.78653  7.58020  30.91610
H  18.73569  6.50195  29.68595
H  19.23342  5.10723  31.93896
H  18.68565  4.22513  30.50071
H  17.89172  3.92048  31.92732
H  16.32685  5.67023  33.15164
H  16.22265  7.28742  32.46779
H  17.78425  6.76751  33.09023
H  15.81703  3.51845  30.37186
C  17.81007  -4.99379  24.64243
C  18.44536  -3.71297  24.12104
C  19.57186  -4.16933  23.15694
C  17.39918  -2.94669  23.15950
C  16.42888  -2.11084  23.99043
C  17.19879  -1.21319  24.96648
C  18.06888  -1.92399  25.97027
C  18.92234  -0.83622  26.72632
C  17.24769  -2.66502  27.04109
N  18.97676  -2.80892  25.21259
O  20.09098  -3.32669  25.91519
H  18.52705  -5.27295  25.41450
H  16.82219  -4.86527  25.08477
H  17.80352  -5.78693  23.89478
H  20.28117  -4.85862  23.61505
H  19.22912  -4.71091  22.27529
H  20.10752  -3.30092  22.77349
H  17.88215  -2.29433  22.43200
H  16.75748  -3.63312  22.60710
H  15.78178  -1.51175  23.34978
H  15.77401  -2.75540  24.57676
H  16.52354  -0.70196  25.65263
H  17.85547  -0.49795  24.47121
H  19.74510  -0.37253  26.18213
H  19.47403  -1.34681  27.51563
H  18.33809  -0.03149  27.17260
H  17.04786  -2.05704  27.92343
H  17.77493  -3.54834  27.40146
H  16.30779  -2.98133  26.58874
H  20.77472  -2.92962  25.37071
C  13.47766  4.94200  23.47999
C  13.17641  6.41613  23.79546
C  11.79750  6.70591  23.35541
C  13.35869  6.56804  25.31732
C  13.43327  8.07051  25.85705
C  14.54204  8.69558  25.06675
C  14.41513  8.68318  23.49077
C  13.36724  9.76895  23.02374
C  15.81615  9.13208  22.92702
N  14.13540  7.27468  23.05818
O  14.06910  7.15820  21.64787
H  13.20587  4.66931  22.46025
H  14.54256  4.82062  23.67830
H  12.92016  4.29741  24.15956
H  11.03550  6.05347  23.78178
H  11.57602  7.68776  23.77377
H  11.74406  6.77120  22.26868
H  12.49422  6.10631  25.79439
H  14.19609  6.05463  25.78982
H  12.43029  8.47093  25.70938
H  13.58740  8.13164  26.93437
H  15.52103  8.36181  25.41066
H  14.38946  9.69183  25.48185
H  13.82559  10.73518  23.23451
H  12.42712  9.62210  23.55545
H  13.09492  9.71143  21.96987
H  15.80998  9.09094  21.83781
H  16.54167  8.35953  23.18170
H  16.07443  10.14178  23.24623
H  14.78004  6.56988  21.38320
C  24.20433  8.18292  25.40389
C  24.68759  9.45592  24.62601
C  26.01440  9.01384  23.98991
C  23.69484  9.80234  23.52779
C  22.42684  10.58295  23.96407
C  22.82896  11.82175  24.65609
C  23.73963  11.55204  25.89550
C  24.37794  12.84036  26.32191
C  22.88560  11.01243  26.98844
N  24.89482  10.62544  25.51849
O  25.90373  10.44820  26.48930
H  24.89671  8.05183  26.23547
H  23.16435  8.29099  25.71188
H  24.31586  7.26710  24.82342
H  26.79411  8.78469  24.71630
H  25.98858  8.17089  23.29935
H  26.45886  9.80421  23.38504
H  24.24750  10.28347  22.72084
H  23.40733  8.86272  23.05603
H  21.95882  10.87754  23.02478
H  21.82106  9.93838  24.60097
H  21.85769  12.11142  25.05710
H  23.29619  12.51611  23.95775
H  25.23851  12.69269  26.97438
H  23.71647  13.51721  26.86268
H  24.72162  13.34765  25.42044
H  22.14973  11.75458  27.29793
H  23.59594  10.83664  27.79629
H  22.43513  10.02586  26.87958
H  25.49669  9.86069  27.13019
C  13.82704  4.89686  18.93433
C  15.28274  4.74124  18.51687
C  15.71166  3.23528  18.26762
C  15.30294  5.40413  17.10429
C  16.77861  5.79559  16.69741
C  17.32668  6.71883  17.83601
C  17.30924  6.17932  19.25987
C  18.39655  5.08602  19.42279
C  17.46922  7.32013  20.23586
N  16.02577  5.52865  19.55440
O  15.99114  4.95687  20.76493
H  13.72752  4.40048  19.89964
H  13.15002  4.37286  18.25967
H  13.41463  5.90111  19.03175
H  16.12475  2.81503  19.18459
H  16.41209  3.14895  17.43693
H  14.78310  2.66524  18.23699
H  14.93192  4.75821  16.30854
H  14.65163  6.27538  17.03489
H  16.87234  6.36414  15.77217
H  17.34343  4.87083  16.57948
H  16.70741  7.61481  17.79331
H  18.35856  6.96470  17.58525
H  18.49290  4.59679  20.39206
H  18.25898  4.19148  18.81537
H  19.40015  5.43718  19.18287
H  18.41832  7.84789  20.14214
H  16.77093  8.11347  19.96923
H  17.44004  7.06127  21.29427
H  16.68495  4.30025  20.66961
C  15.41862  1.90858  21.62189
O  16.85136  2.10799  21.39926
C  17.65494  0.98037  21.69621
C  19.07890  1.20971  21.17406
C  19.87673  -0.05595  21.00947
N  19.79504  2.20224  21.97372
H  14.82377  2.69500  21.15736
H  15.10448  1.95707  22.66452
H  15.01055  0.93651  21.34502
H  17.58194  0.72971  22.75449
H  17.13136  0.13943  21.24145
H  18.99355  1.63941  20.17597
H  19.49555  -0.65583  20.18307
H  19.84429  -0.65409  21.92011
H  20.92969  0.10561  20.77864
H  19.07864  2.91392  21.99336
H  20.01354  1.70532  22.82544
C  23.07660  -2.78117  24.15732
O  21.92244  -1.95612  24.44235
C  22.03801  -0.49794  24.20907
C  22.91605  0.09893  25.32546
C  22.44467  -0.01543  26.76621
N  22.90751  1.54516  25.12338
H  23.53614  -2.55443  23.19528
H  22.87760  -3.85051  24.22813
H  23.81497  -2.67441  24.95199
H  22.40436  -0.31649  23.19864
H  21.06888  0.00069  24.22508
H  23.88580  -0.39023  25.23387
H  22.16156  -1.03608  27.02355
H  21.64867  0.63520  27.12838
H  23.31334  0.31093  27.33805
H  23.19909  1.65804  24.16300
H  23.64865  2.04581  25.59260
C  23.26889  3.15491  18.61497
C  21.93904  2.99962  19.35667
O  21.95468  3.64914  20.53981
H  23.25267  4.19286  18.28258
H  23.29743  2.56256  17.70041
H  24.09603  2.89781  19.27668
H  21.78389  1.96940  19.67710
H  21.16280  3.28172  18.64535
H  21.11783  3.57109  21.00368
C  25.69766  0.84970  22.43778
C  24.72010  1.68011  21.61112
O  23.84255  2.30021  22.50825
H  26.34323  1.48281  23.04646
H  26.39289  0.35203  21.76169
H  25.30145  0.03772  23.04752
H  24.03816  1.07226  21.01649
H  25.31910  2.40780  21.06361
H  23.08330  2.63842  22.02790